(1)
Molecular formula: C4H15NO2
Method: DFT, ωB97M-V/def2-TZVPD

The geometry in XYZ format:
```
22
Properties=species:S:1:pos:R:3:lowdin_charge:R:1
H 1.823 0.736 -2.660 0.032
H -0.586 1.674 1.204 0.106
O 1.744 -0.124 -2.235 -0.087
C -0.776 -1.246 -1.007 -0.090
N 0.843 0.216 0.409 -0.323
H -0.692 -0.425 -1.745 0.075
H 2.408 -0.668 1.486 0.073
O -3.422 0.108 -0.080 -0.067
H -2.451 0.194 -0.008 -0.010
H -0.708 -1.065 1.164 0.108
H -3.700 0.780 0.560 0.043
H -0.548 1.402 -0.567 0.066
H 0.667 -1.884 0.491 0.121
H 1.473 -0.082 -1.292 -0.012
H -0.339 -2.183 -1.370 0.073
C 0.074 1.456 0.315 -0.097
H 1.205 0.085 2.579 0.094
H -1.815 -1.540 -0.887 0.054
C 0.017 -0.986 0.338 -0.256
H 2.279 1.132 1.668 0.089
H 0.764 2.254 0.046 0.088
C 1.740 0.166 1.593 -0.078
```

Its SMILES is CCN(C)C.O.O. The total energy comes out at -9975.532 eV. As for the molar mass: 109.2 g/mol. As for the charge: 0.


(2)
Molecular formula: C4H15NO2
Method: DFT, ωB97M-V/def2-TZVPD

The geometry in XYZ format:
```
22
Properties=species:S:1:pos:R:3:lowdin_charge:R:1
H 0.334 -3.580 -0.012 0.055
H -1.931 -0.018 -0.095 0.058
C 0.073 -3.006 -0.887 -0.119
H 0.068 -0.892 -1.652 0.142
C 0.658 -1.549 -0.850 -0.246
H -0.272 -0.128 2.173 0.103
O 1.585 3.178 2.144 -0.036
H 1.634 2.838 3.032 0.027
H 1.246 2.429 1.685 -0.004
H 0.382 -3.562 -1.761 0.049
H -1.333 4.361 -2.212 0.046
H -1.076 -3.089 -1.036 0.091
N -1.427 0.412 0.642 0.013
H -2.098 0.720 1.358 0.088
C -0.554 -0.514 1.223 -0.382
H 1.323 0.076 0.372 0.120
H 1.220 -1.541 1.110 0.114
C 0.663 -0.821 0.503 -0.258
H -0.170 3.689 -2.948 -0.010
H -1.028 -1.499 1.413 0.123
O -0.943 4.169 -3.079 -0.037
H 1.649 -1.674 -1.123 0.063
```

Its SMILES is CCCCN.O.O. The total energy comes out at -9975.446 eV. As for the molar mass: 109.2 g/mol. As for the charge: 0.


(3)
Molecular formula: C4H15NO2
Method: DFT, ωB97M-V/def2-TZVPD

The geometry in XYZ format:
```
22
Properties=species:S:1:pos:R:3:lowdin_charge:R:1
H -1.656 -1.312 0.236 0.085
O 2.203 -2.821 0.413 -0.070
H 0.381 -0.509 1.978 0.086
H 1.926 -1.905 0.409 -0.013
H 0.935 1.913 -0.625 0.051
H -0.399 -2.413 0.775 0.077
H -2.768 3.220 2.021 0.034
H 1.486 1.180 -2.062 0.074
H -0.699 -2.268 -0.978 0.087
C -0.211 0.176 -1.276 -0.286
C 0.358 0.119 1.087 -0.106
N 0.304 -0.643 -0.171 -0.287
H -0.522 0.766 1.184 0.082
C -0.683 -1.740 -0.030 -0.106
H 0.074 2.172 -2.209 0.070
H 3.037 -2.817 -0.085 0.042
H -0.020 -0.447 -2.159 0.110
H -1.783 3.638 0.817 0.017
H -1.300 0.290 -1.305 0.112
C 0.562 1.467 -1.546 -0.084
O -2.486 3.082 1.116 -0.050
H 1.272 0.713 1.057 0.075
```

Its SMILES is CCN(C)C.O.O. The total energy comes out at -9975.585 eV. As for the molar mass: 109.2 g/mol. As for the charge: 0.


(4)
Molecular formula: C4H15NO2S
Method: DFT, ωB97M-V/def2-TZVPD

The geometry in XYZ format:
```
23
Properties=species:S:1:pos:R:3:mulliken_spin:R:1
C 0.439 1.853 2.000 0.031
H 2.271 2.820 0.460 0.011
H -0.856 1.968 0.299 -0.009
H 2.005 1.034 -0.752 0.000
H -0.649 -3.575 -3.841 0.000
H 0.962 -0.262 2.540 0.108
H 1.381 2.165 2.432 -0.001
C 0.536 0.333 1.657 -0.047
H -1.523 -4.674 -4.408 0.000
H -0.303 3.642 1.120 -0.003
C 1.300 2.774 -0.108 -0.008
H -0.179 2.096 2.855 0.002
H 1.369 3.849 -0.463 0.003
H 0.787 1.512 -1.641 -0.001
H -2.963 -5.540 -0.883 0.000
H -1.893 -4.444 -0.198 0.000
O -1.967 -5.221 -0.767 0.000
O -0.980 -4.429 -3.619 0.000
H 1.374 0.089 0.959 0.022
C 0.055 2.636 0.772 0.044
H -1.948 -0.006 1.674 -0.008
N 1.663 1.866 -1.178 0.015
S -0.883 -0.489 1.091 0.840
```

The spin multiplicity is 2. The total energy comes out at -20800.612 eV. As for the molar mass: 141.2 g/mol. As for the charge: +1.


(5)
Molecular formula: C4H15NO2Si2
Method: DFT, ωB97M-V/def2-TZVPD

The geometry in XYZ format:
```
24
Properties=species:S:1:pos:R:3:lowdin_charge:R:1
H 2.336 2.731 -0.534 0.005
H -0.909 -2.344 1.160 0.047
H -0.921 0.617 2.465 0.005
H -2.010 0.624 -2.178 0.049
H -2.353 -0.183 2.381 -0.021
O 0.249 0.261 -0.175 -0.253
H 2.259 -2.395 -1.073 -0.115
H -3.273 1.007 -0.930 -0.008
O 2.075 0.418 1.716 -0.060
C -1.770 0.454 1.872 -0.141
H -2.359 -2.440 0.014 0.042
H -1.989 1.883 -1.207 0.012
H 2.829 1.594 -1.835 0.060
H 3.673 1.883 -0.461 -0.011
H 2.278 -0.195 2.356 0.034
N 2.926 -1.925 -0.501 -0.108
C -2.292 0.888 -1.153 -0.135
H -0.806 -2.556 -0.541 0.049
C 2.696 1.785 -0.741 -0.134
Si 1.818 0.368 0.158 0.494
H -2.187 1.493 2.002 0.062
H 3.804 -1.654 -0.904 -0.106
C -1.375 -1.941 0.233 -0.176
Si -1.331 -0.090 0.121 0.410
```

The total energy comes out at -25733.718 eV. As for the molar mass: 165.3 g/mol. As for the charge: 0.


(6)
Molecular formula: C4H15NO3
Method: DFT, ωB97M-V/def2-TZVPD

The geometry in XYZ format:
```
23
Properties=species:S:1:pos:R:3:lowdin_charge:R:1
H -1.563 0.595 3.790 -0.014
H -0.862 1.317 -2.537 0.103
H 1.371 0.634 -1.973 0.106
H 2.897 -1.190 -1.940 0.052
H 0.034 -1.595 -0.889 0.101
H 0.644 1.731 3.086 0.043
H 0.158 2.548 4.298 0.036
H -1.045 0.805 -0.902 0.104
H 2.289 0.566 0.412 0.017
O -1.779 -0.329 3.665 -0.075
H 2.315 -2.524 -0.732 0.036
C 2.132 -1.695 -1.377 -0.009
H -2.302 -0.676 4.396 0.032
N 0.611 -0.008 -2.126 -0.057
H -2.561 -0.246 -2.927 0.073
O 0.172 1.674 3.937 -0.039
O 1.856 1.379 0.675 -0.058
C -1.815 -0.675 -2.251 -0.092
C -0.778 0.424 -1.917 -0.275
H -1.333 -1.516 -2.737 0.067
C 0.876 -1.205 -1.427 -0.248
H -2.260 -1.094 -1.362 0.064
H 0.943 1.078 0.839 0.034
```

Its SMILES is C=CNCC.O.O.O. The total energy comes out at -12022.752 eV. As for the molar mass: 125.2 g/mol. As for the charge: 0.


(7)
Molecular formula: C4H15NO3
Method: DFT, ωB97M-V/def2-TZVPD

The geometry in XYZ format:
```
23
Properties=species:S:1:pos:R:3:mulliken_spin:R:1
H -1.669 -1.500 1.606 -0.003
H 1.996 3.106 -1.563 0.000
O -1.146 0.112 2.535 0.007
H -0.070 -2.349 -1.325 -0.005
H -0.282 -0.896 -2.549 0.031
C -0.221 -0.242 -0.560 0.316
H -1.695 -1.594 -1.409 0.001
C 1.032 -0.341 -0.096 0.293
H -1.164 0.179 1.570 0.002
H -1.706 0.839 2.765 0.002
H 1.631 -1.218 -0.457 0.004
N -1.217 0.702 -0.304 0.247
C 1.721 0.485 1.044 0.008
H 1.783 2.157 -2.827 0.000
H -1.112 1.736 -0.444 0.002
H 1.973 0.073 2.051 0.027
C -0.592 -1.334 -1.563 0.040
H 1.125 1.398 1.152 -0.008
O -1.895 -2.316 1.216 0.004
H 2.591 1.033 0.603 0.035
O 2.238 2.305 -2.048 0.003
H -2.142 0.480 -0.808 -0.006
H -1.176 -2.813 1.409 0.000
```

The spin multiplicity is 2. The total energy comes out at -12014.247 eV. As for the molar mass: 125.2 g/mol. As for the charge: +1.


(8)
Molecular formula: C4H15NO4
Method: DFT, ωB97M-V/def2-TZVPD

The geometry in XYZ format:
```
24
Properties=species:S:1:pos:R:3:lowdin_charge:R:1
H 2.901 -0.391 -0.849 -0.011
H -2.799 0.632 1.647 0.094
H 3.414 -0.912 -2.205 0.037
H -2.149 -0.614 2.774 0.062
H -0.441 -1.839 -2.000 0.045
N -0.977 -0.200 1.108 0.022
H -0.083 2.989 1.760 0.038
C 0.720 0.851 -0.187 -0.050
C -1.641 0.916 -1.010 0.041
O -0.883 3.094 1.240 -0.057
H 0.454 -1.986 -0.824 -0.016
H 1.141 1.050 0.796 0.079
H 0.916 1.745 -0.777 0.085
O 0.513 -1.869 -1.803 -0.096
H -2.708 0.735 -0.900 0.063
C -1.995 -0.114 1.841 -0.009
O 3.662 -0.398 -1.431 -0.055
C -0.809 0.580 -0.042 -0.452
H 0.226 -2.303 1.496 0.044
H -1.365 1.318 -1.972 0.072
O 0.766 -2.676 0.778 -0.057
H -0.568 3.101 0.318 0.033
H 1.082 -0.077 -0.595 0.021
H 0.621 -3.630 0.840 0.066
```

Its SMILES is C=NC(=C)C.O.O.O.O. The total energy comes out at -14069.754 eV. As for the molar mass: 141.2 g/mol. As for the charge: 0.